The following is a quantum chemistry calculation of a molecular structure, C29H68FeN9O10, from OMol25.

The geometry in XYZ format:
```
117
Properties=species:S:1:pos:R:3:forces:R:3
Fe -0.8564 -2.2484 2.0433 0.1570 1.6825 -1.8054
C 0.8252 -0.1636 -0.5577 0.1947 0.2385 0.0226
C -0.5770 -0.7027 -0.7596 0.1002 0.5338 -0.0641
O -1.0753 -1.5562 0.2204 0.4536 -1.2110 1.6212
H 1.1211 0.4792 -1.3907 -0.2342 -0.1167 -0.1944
H 1.5656 -0.9609 -0.4991 0.0110 0.0426 0.2498
H 0.8600 0.4812 0.3212 0.0923 -0.2555 0.1601
H -0.6405 -1.2022 -1.7335 -0.2376 -0.0261 0.0425
H -1.2510 0.1669 -0.7589 -0.2219 -0.1360 -0.3236
C -0.7387 5.0659 0.6360 -0.4729 0.2960 0.3593
O -0.7980 4.6189 1.7768 0.2047 -0.3989 -0.1884
N -1.3573 4.5401 -0.4340 0.5616 0.6401 0.3410
C -1.9364 3.2284 -0.3700 -0.7979 -0.3166 -0.5914
C -1.2875 5.2141 -1.7267 -0.1650 -0.4602 -0.2615
H -0.1851 5.9896 0.4127 -0.0503 0.0406 -0.0288
H -2.6618 3.0841 0.4322 0.3144 0.2769 0.3500
H -1.1728 2.4481 -0.3329 0.0522 -0.0631 0.1047
H -2.5292 3.0856 -1.2762 0.2439 -0.0826 -0.1274
H -0.6600 4.6467 -2.4148 -0.0956 0.0410 -0.1194
H -2.2974 5.2590 -2.1329 0.0729 0.0402 -0.1702
H -0.9078 6.2286 -1.6490 0.0649 -0.0074 0.3067
C -1.7194 0.8052 2.9373 -0.7436 -0.3746 0.2425
O -1.6023 -0.4124 2.7505 0.3125 -0.6874 -0.1392
N -1.2764 1.4296 4.0042 0.1711 0.2573 -0.7142
C -0.5505 0.7246 5.0408 -0.1027 0.2119 0.5866
C -1.6439 2.8217 4.2351 -0.2037 0.0678 0.9821
H -2.3491 1.4007 2.2734 0.1944 0.2241 -0.1665
H -0.8952 1.1230 5.9962 0.1405 -0.0297 0.0298
H 0.5272 0.8824 4.9721 -0.0453 0.0882 -0.0652
H -0.7460 -0.3431 5.0387 -0.1125 -0.0085 -0.2940
H -2.2269 3.2862 3.4474 0.1811 -0.3551 -0.3787
H -2.2680 2.7982 5.1314 0.0822 0.3564 0.0903
H -0.7694 3.4432 4.4100 0.0731 -0.0334 -0.0300
C 2.6944 5.7324 -0.6824 -0.6576 0.0253 -0.3380
O 3.0067 6.8552 -0.3823 0.4499 0.6322 0.1463
N 2.5897 4.7166 0.2063 -0.1674 -0.3168 1.0845
C 1.9305 3.4757 -0.0417 0.8619 -1.4060 -1.6099
C 2.8878 4.9762 1.6165 -0.1491 0.1180 -0.8038
H 2.4156 5.4904 -1.7181 0.0200 -0.4184 -0.0267
H 1.8803 3.2704 -1.1168 -0.3500 0.5210 -0.1190
H 0.9417 3.2973 0.3824 0.0665 0.4410 0.3206
H 2.5873 2.6323 0.2168 -0.0076 0.1024 0.5930
H 3.5054 4.1640 2.0029 -0.0628 -0.0682 0.0957
H 3.4503 5.9039 1.6527 -0.1232 0.0764 0.2559
H 1.9342 5.0474 2.1450 0.1970 0.0737 0.3410
C 4.3881 0.5493 -1.8305 -0.6875 -1.0953 -0.2092
O 4.6919 1.5845 -2.3507 0.3327 1.1570 -0.1126
N 4.9678 -0.0040 -0.7422 -0.8479 0.8295 0.0203
C 4.7437 -1.3872 -0.4040 0.7307 -0.3048 0.5239
C 6.0581 0.7373 -0.1368 1.2692 -1.0976 -0.2854
H 3.5663 -0.0702 -2.2283 -0.0298 -0.1680 -0.0089
H 4.5576 -1.4639 0.6725 0.1418 -0.1825 -0.0292
H 5.6355 -1.9654 -0.6760 -0.0181 -0.1056 0.3147
H 3.9206 -1.8956 -0.9031 -0.2102 0.6125 -0.3024
H 5.9342 1.8135 -0.0827 -0.5176 -0.0450 -0.0586
H 6.3162 0.3079 0.8332 -0.3335 0.1356 0.1220
H 6.9493 0.5544 -0.7518 0.0831 0.2846 0.0862
C -2.6097 -4.6823 -1.1439 1.0756 -0.2490 -0.5319
O -3.0457 -5.1684 -0.1268 -0.6015 0.2202 0.6902
N -2.2750 -5.3947 -2.2397 -0.2450 0.3878 -0.3162
C -2.7849 -6.7606 -2.3573 -0.2805 0.8855 0.3239
C -1.8608 -4.7149 -3.4597 -0.8438 -0.6037 -0.0510
H -2.3153 -3.6244 -1.2625 -0.1844 0.1598 0.2289
H -2.2252 -7.2973 -3.1159 0.1470 -0.1983 0.2046
H -3.8411 -6.7226 -2.6433 0.0344 -0.1352 -0.1267
H -2.7442 -7.1658 -1.3506 0.1701 -0.4990 -0.1931
H -2.7300 -4.5680 -4.1121 0.0823 -0.1153 -0.1466
H -1.4527 -3.7262 -3.2741 0.3899 -0.1594 0.2236
H -1.1632 -5.3940 -3.9425 0.3006 0.4532 -0.2714
C -5.7299 -1.8924 -0.8731 -0.0426 0.1291 0.5807
O -6.1556 -1.3737 -1.8871 0.4013 -0.2532 0.1083
N -4.9715 -1.2597 0.0624 0.1457 0.3324 -0.0052
C -4.7301 -1.7601 1.4014 -0.7130 0.6430 -0.0898
C -4.5058 0.0887 -0.1413 -0.4917 0.5902 -0.3539
H -5.9051 -2.9373 -0.5559 -0.2290 0.0476 -0.3268
H -5.0359 -0.9639 2.0897 0.1055 -0.0538 0.1145
H -3.6672 -1.9266 1.5468 0.0795 -0.4786 0.1453
H -5.3858 -2.5933 1.6380 0.4160 -0.3921 -0.1575
H -4.4624 0.3106 -1.2062 0.4333 -0.2088 0.0401
H -5.1845 0.8705 0.2294 -0.1594 -0.3205 0.3302
H -3.5564 0.2215 0.3804 0.1890 -0.0539 -0.2957
C -1.8519 1.7939 -4.0162 -0.8757 0.2224 0.0450
O -1.7197 2.9982 -4.0990 0.4500 0.1589 0.1225
N -3.0554 1.1888 -3.8668 0.7382 -0.4567 0.6970
C -3.1605 -0.2577 -3.7974 0.1096 -0.2323 -0.9149
C -4.2832 1.9297 -3.7326 -0.9126 -0.2501 -1.1818
H -1.0166 1.0796 -4.0578 0.0939 -0.0161 -0.0634
H -2.1823 -0.7417 -3.7793 0.1510 0.3071 0.3871
H -3.5796 -0.6370 -4.7370 -0.4268 0.0200 0.2377
H -3.7687 -0.5855 -2.9569 -0.0219 -0.0296 -0.0516
H -4.9762 1.5466 -4.4937 -0.0504 -0.0865 0.1610
H -4.7925 1.7764 -2.7797 0.2919 0.1564 0.1500
H -4.1785 2.9744 -4.0031 0.4298 0.1140 0.4175
C 1.7075 -3.7513 -1.4013 -0.1970 0.2447 0.9835
O 1.5194 -3.9034 -2.5684 -0.2027 -0.2200 -1.9039
N 2.7188 -4.2722 -0.6851 0.0160 0.0326 0.5428
C 2.7355 -4.1160 0.7508 0.5960 -0.5656 0.2299
C 3.6979 -5.1694 -1.2390 0.8035 -0.2324 0.0537
H 1.0220 -3.1250 -0.8073 0.0386 -0.0154 0.3511
H 2.5615 -5.0725 1.2579 -0.5100 0.0420 -0.1102
H 2.0130 -3.3616 1.0551 0.0924 -0.0420 0.1034
H 3.7452 -3.8738 1.1026 -0.0750 0.5122 -0.1866
H 4.7036 -4.7570 -1.0986 -0.0443 0.0755 0.0258
H 3.6923 -6.1222 -0.7040 -0.1838 -0.0438 -0.0660
H 3.5842 -5.3524 -2.3017 -0.4331 0.1554 -0.0133
C 1.9360 -1.3881 3.1644 -0.8397 -2.1232 0.1919
O 1.0127 -1.3163 2.2287 0.8705 0.9554 0.7341
N 2.8129 -0.2613 3.5483 -0.6070 0.3960 -1.7609
C 3.7055 -0.3918 4.6384 -0.3365 0.1475 0.7862
C 2.6070 1.0001 2.9149 1.1862 0.8089 1.0973
H 2.1137 -2.3013 3.7212 0.1144 0.2340 0.0996
H 3.9871 -1.4236 4.8343 -0.1534 -0.0774 -0.1912
H 3.1379 -0.0187 5.5148 0.2368 -0.1959 0.0765
H 4.5920 0.2341 4.5513 -0.0882 0.0844 -0.2771
H 2.1657 1.6924 3.6517 -0.4358 -0.1103 -0.1736
H 3.6020 1.4504 2.8212 -0.0173 -0.0060 -0.5077
H 2.0571 0.9860 1.9884 -0.1720 -0.3689 -0.0432
```
Forces are in eV/Å.

Computed properties:
M: 758.76 g mol⁻¹
Energy relative to the best compared isomer or geometry (same formula, charge and spin): 0.0 kcal/mol
Charge: +1
Kohn-Sham gap (spin up / spin down): 0.265 / 0.155 Eh
2S+1: 9


The following is a quantum chemistry calculation of C4H8N2O2 in the gas phase, from OMol25.

The geometry in XYZ format:
```
16
Properties=species:S:1:pos:R:3:forces:R:3
C 3.1770 0.3449 -0.2191 -0.7765 -0.9096 1.4128
N 1.9849 0.4610 0.3540 3.7422 -0.2308 -1.8259
O 1.2000 -0.2587 -0.5144 -0.8013 0.3861 -1.9080
C -0.1142 -0.5030 -0.1157 0.6219 2.4366 -7.2184
C -0.0804 -1.2891 0.9607 -4.5002 -0.4138 10.0889
O -0.8702 0.6745 -0.1375 -0.6478 0.8726 1.0593
N -2.1163 0.4132 -0.7162 -0.4918 -0.0694 -0.2220
C -2.8876 1.4074 -0.5920 0.3856 3.1772 -0.5009
H 4.1291 0.7635 0.3068 -2.0932 -0.6585 -1.1749
H 3.1734 -0.4392 -1.1177 0.6130 2.1383 1.8148
H -0.6527 -1.0404 -0.9826 1.6709 0.1444 0.8491
H 0.4737 -2.1399 0.9918 1.7728 -2.1976 -0.5027
H -1.1378 -1.5526 0.9503 -0.3221 -1.0120 0.9089
H -0.0252 -0.7947 2.1351 0.3308 -0.8273 -3.5211
H -2.3935 2.3514 -0.1019 -1.2805 -1.6417 -0.6718
H -3.8602 1.6018 -1.2015 1.7763 -1.1945 1.4119
```
Forces are in eV/Å.

Computed properties:
SMILES: C=NOC(C)ON=C
M: 116.12 g mol⁻¹
Energy relative to the best compared isomer or geometry (same formula, charge and spin): 186.9 kcal/mol
Kohn-Sham gap: 0.393 Eh


The following is a quantum chemistry calculation of a molecular structure, C28H36BrN5OS5Ti, from OMol25.

The geometry in XYZ format:
```
77
Properties=species:S:1:pos:R:3:forces:R:3
Ti 1.9513 -0.4963 -1.1797 -1.5356 2.9706 -2.5966
C 1.5020 -2.6076 -4.9955 0.7282 -0.0652 -0.5831
C 0.6058 -1.6141 -4.3237 -0.6480 -0.7165 0.5952
N 1.0499 -0.6258 -3.5537 -1.9219 0.1213 0.7023
N 2.3635 -0.4892 -3.3380 2.0404 0.6624 -0.2811
C 3.0741 0.2056 -4.2456 0.4448 -1.3578 2.0942
N 4.3928 0.2720 -3.9240 0.9227 -0.1295 0.5946
S 2.5471 0.8655 -5.6547 -0.7473 0.8876 -1.8072
C -0.8226 -1.7780 -4.3344 1.5594 -1.1605 -0.8549
C -1.4834 -3.0231 -4.5704 -1.1669 -0.1555 0.4510
C -2.8715 -3.0627 -4.3868 1.6863 -1.4413 -0.8416
C -3.5750 -1.8931 -4.2015 -1.4474 0.5606 0.2710
C -2.8502 -0.7256 -4.0689 1.0249 0.0539 0.2095
N -1.5244 -0.6815 -4.0855 -1.7651 1.7612 0.4376
H 2.3365 -2.0523 -5.4750 -0.4895 -0.3397 0.0661
H 1.0006 -3.2370 -5.7667 0.1525 0.6289 0.4802
H 1.9896 -3.2937 -4.2945 -0.0856 0.0071 0.2359
H 4.6377 -0.0283 -2.9804 0.0677 0.2327 -0.3742
H 5.0251 0.8283 -4.4752 -0.3587 -0.0175 0.1357
H -0.9316 -3.9445 -4.7667 -0.0928 0.3326 0.1614
H -3.3894 -4.0330 -4.4294 0.2053 0.4521 -0.0713
H -4.6642 -1.8968 -4.1363 0.2488 0.0571 0.0536
H -3.3092 0.2378 -3.8849 -0.3748 0.0592 -0.0380
S 1.1295 -2.5555 -0.9596 -1.1307 -1.9473 -0.3229
S 2.7297 -3.2927 0.0152 1.6179 -0.1670 0.4763
S 4.4546 -2.3921 -0.8708 -0.6706 -0.1041 0.3371
S 4.1849 -0.3074 -0.5952 1.2550 -0.6175 0.4133
C -3.0900 -0.5870 5.3489 -0.0499 -0.0666 -0.2557
C -3.3521 -0.2494 3.8755 -0.4772 0.0433 -0.0781
C -4.3851 -1.2610 3.3033 0.6538 0.0294 -0.1568
C -3.9937 1.1558 3.8132 0.1125 -0.3341 -0.1246
C -2.0934 -0.2386 3.0310 0.3097 0.4410 -0.4470
C -2.2122 0.0583 1.6544 0.8836 -0.8687 1.6879
C -1.0789 0.0203 0.8798 -0.0463 0.5003 0.6431
Br -1.4856 0.1179 -0.9669 0.8708 0.0658 -0.2861
C 0.2617 -0.0529 1.4353 -0.0643 -0.3555 -1.1282
O 1.2825 0.1719 0.6137 -0.6126 -0.4528 0.5179
C 0.3743 -0.4115 2.8182 -1.1645 0.9168 -1.2942
C -0.8214 -0.4475 3.5478 -0.5055 -0.5830 1.0452
C 1.6285 -0.7270 3.5693 0.5909 -0.5285 1.9748
C 1.7545 0.1969 4.8536 0.1022 0.0776 -0.9961
C 2.9425 -0.6368 2.7844 -0.4828 0.2811 -0.8931
C 1.4564 -2.1613 4.1969 0.7732 -0.4096 -0.3272
H -4.0407 -0.6425 5.8491 -0.5878 0.0603 0.3369
H -2.5077 0.1800 5.8559 0.2011 0.0418 -0.0590
H -2.6230 -1.5597 5.5051 0.1934 0.0061 -0.1958
H -5.2535 -1.3579 3.9344 -0.3897 0.0801 0.4626
H -3.9410 -2.2507 3.1962 0.0896 -0.0378 0.0254
H -4.7473 -0.9667 2.3188 0.1348 0.0850 -0.0651
H -4.8636 1.1948 4.4588 -0.2981 0.0748 0.2402
H -4.3219 1.4013 2.7998 0.1042 -0.0395 0.0660
H -3.2770 1.9078 4.1282 0.0957 0.1583 0.0830
H -3.1913 0.2305 1.2576 -0.2019 -0.0106 -0.5007
H -0.7638 -0.7202 4.6328 0.0396 0.3441 -1.1808
H 1.6666 1.2566 4.5883 0.1055 -0.1009 -0.0476
H 2.7265 0.0324 5.3242 0.0019 -0.0208 -0.0118
H 0.9811 -0.0183 5.5839 -0.1374 -0.0676 0.0782
H 3.0573 0.3741 2.3336 0.0553 -0.6758 0.3867
H 2.9864 -1.3459 1.9407 -0.1788 0.3125 0.3631
H 3.7846 -0.8670 3.4275 0.1808 0.0732 0.3030
H 0.6823 -2.2228 4.9738 0.1053 0.2458 -0.2544
H 2.4059 -2.4853 4.6717 -0.3261 0.2694 -0.1711
H 1.2222 -2.9301 3.4466 0.0390 0.3347 -0.0201
C 0.4630 6.0585 -1.8864 0.4500 -0.1262 -0.1308
C 0.8241 4.5984 -1.8334 -0.0350 -0.8074 -0.1653
C 0.4191 3.7231 -2.8748 0.1996 0.5199 0.8253
C 0.7318 2.3675 -2.7918 1.0213 -0.0565 1.1791
N 1.4790 1.8946 -1.7492 -0.1739 0.5328 0.5053
C 1.8849 2.7351 -0.7473 -0.3821 -0.5027 -1.2404
C 1.5858 4.0930 -0.7513 -0.3058 -0.3047 -0.8551
H -0.1939 6.2458 -2.7413 0.2005 0.1902 0.1501
H 1.4045 6.6223 -1.9718 -0.3861 0.1348 -0.1632
H -0.0258 6.3893 -0.9702 -0.0850 -0.0457 0.0137
H -0.1469 4.0927 -3.7461 0.2906 -0.1520 0.6053
H 0.4054 1.6465 -3.5496 0.2703 -0.0157 0.3648
H 2.4659 2.2666 0.0637 -0.3812 0.2539 -0.4961
H 1.9795 4.7290 0.0460 -0.3219 -0.0781 -0.2573
```
Forces are in eV/Å.

Computed properties:
M: 746.74 g mol⁻¹
Charge: -2
Kohn-Sham gap (spin up / spin down): 0.104 / 0.194 Eh
2S+1: 3


The following is a quantum chemistry calculation of a molecular structure, C4H5NO2, from OMol25.

The geometry in XYZ format:
```
12
Properties=species:S:1:pos:R:3:forces:R:3
O 0.8064 0.7981 -1.2781 -0.2186 -0.3425 -0.2888
C 0.7676 -0.4786 -0.6548 0.2378 0.0254 0.2651
C 0.4276 0.1636 0.6946 0.1912 0.2292 0.2472
C 0.0718 1.3842 -0.1702 -0.3587 0.1176 0.4956
N -0.7208 -0.4985 1.2519 -0.0722 -0.2971 -0.0641
C -1.1308 -1.2431 0.3159 -0.1146 0.0314 0.1932
O -0.4152 -1.3164 -0.8535 -0.1400 0.3218 0.0353
H 1.6368 -1.0991 -0.9199 -0.3179 0.3472 0.1500
H 1.2438 0.3316 1.3952 -0.1240 -0.0504 -0.0135
H -0.9886 1.4129 -0.4487 0.1222 0.0077 0.3072
H 0.3513 2.3662 0.2486 0.4324 -0.3086 -0.8062
H -2.0500 -1.8208 0.4191 0.3623 -0.0818 -0.5209
```
Forces are in eV/Å.

Computed properties:
M: 99.09 g mol⁻¹
Energy relative to the best compared isomer or geometry (same formula, charge and spin): 46.0 kcal/mol
Kohn-Sham gap: 0.406 Eh


Number 1: energy -3654.1944 hartree. Number 2: energy -416.9581 hartree. Number 3: energy -6852.1218 hartree. Number 4: energy -360.5961 hartree.